[1]
Molecular formula: C8H9O6PtSi
Method: DFT, wB97M-V/def2-TZVPD

Properties
- LUMO: 2.4 eV
- Relative energy (zero: lowest compared OMol25 entry of this formula, charge and spin): 170.08 kJ/mol
- Maximum force: 0.37 eV/A
- Highest occupied orbital energy: -0.1774 hartree
- Kohn-Sham gap: 7.213 eV
- Total charge: -1

XYZ file:
```
25
C8H9O6PtSi, DFT wB97M-V/def2-TZVPD
Pt 0.0284 1.4575 -0.4529
Si 0.4631 -0.3344 -1.8705
O 0.9593 1.0880 1.3417
O -1.3385 0.5699 5.5050
O -1.5872 1.0173 0.7482
O 1.3794 0.7944 4.3657
O -3.2820 0.6654 3.2809
O 0.4400 2.0620 -2.0945
C 0.1041 0.9511 2.3128
C 0.3395 0.8154 3.7454
C 0.1771 -1.7974 -0.7262
C -1.2424 0.9144 1.9984
C 2.2380 -0.3625 -2.4525
C -1.0704 0.6885 4.3397
C -2.0780 0.7487 3.1826
C -0.7371 -0.4503 -3.2963
H 0.8566 -1.7567 0.1272
H 0.3439 -2.7389 -1.2596
H 2.4328 0.4976 -3.0917
H -0.5653 -1.3753 -3.8548
H 2.4448 -1.2813 -3.0094
H -0.8450 -1.7920 -0.3426
H -1.7661 -0.4600 -2.9326
H 2.9178 -0.3227 -1.5994
H -0.6127 0.4011 -3.9644
```

***

[2]
Molecular formula: C10H14F4N3NaSbSe4
Method: DFT, wB97M-V/def2-TZVPD

Properties
- LUMO: 1.7 eV
- Relative energy (zero: lowest compared OMol25 entry of this formula, charge and spin): 0.00 kJ/mol
- Maximum force: 0.26 eV/A
- Highest occupied orbital energy: -0.1697 hartree
- Kohn-Sham gap: 6.348 eV
- Total charge: -1

XYZ file:
```
37
C10H14F4N3NaSbSe4, DFT wB97M-V/def2-TZVPD
Sb 5.3331 -0.3767 -2.3985
Se 6.5123 1.6816 -2.5380
Se 4.1559 -1.1236 -4.5350
Se 2.8076 -0.0825 -2.8351
Se 5.8237 -2.1688 -0.9134
Na 0.2813 0.4130 -0.0599
F -5.8984 -0.9396 2.5822
F -2.0076 1.2586 -0.4854
F -3.4024 -1.6198 3.0696
F -4.5660 1.9144 -0.9129
N -1.2280 -0.3917 1.4439
N 1.4955 -1.2190 1.2437
N 0.4645 2.0150 -1.8423
C -2.5285 -0.1796 1.3334
C -0.7159 -1.3103 2.4363
C 1.2597 -2.4664 0.5214
C -3.6244 -0.7180 2.0751
C -2.9747 0.7147 0.3173
C 2.9305 -1.0306 1.4421
C -5.3140 0.5146 0.8341
C 0.8030 -1.1917 2.5327
C -4.9328 -0.3759 1.8246
C -4.2799 1.0469 0.0829
H 0.0021 2.8635 -1.5349
H 1.0484 -0.2357 3.0061
H -0.1099 1.6200 -2.5792
H 1.6783 -3.3342 1.0546
H -6.3463 0.7729 0.6571
H 3.1268 -0.0702 1.9221
H 3.4498 -1.0584 0.4832
H 0.1903 -2.6234 0.3812
H -1.1033 -1.1146 3.4427
H 1.3476 2.2705 -2.2723
H 3.3630 -1.8224 2.0729
H -0.9841 -2.3515 2.2063
H 1.1763 -1.9911 3.1950
H 1.7433 -2.4112 -0.4557
```